Entry 1:
2 unconnected molecules or ions with the total composition C3H9NO2, computed with ωB97M-V/def2-TZVPD.

The charge is 0. The structure (SMILES) is CC(=O)O.CN. The calculation puts the HOMO-LUMO gap at 10.6356 eV. Its total energy is -8841.6677 eV. The max |F| is 1.82 eV/A.

Geometry (Å):
C 0.974 -2.001 0.492
C 1.323 -0.995 -0.580
O 2.443 -0.517 -0.664
O 0.280 -0.696 -1.399
H 1.835 -2.224 1.218
H 0.196 -1.582 1.133
H 0.534 -2.937 0.109
H -0.166 0.165 -1.089
C -1.394 1.202 0.517
N -0.486 1.728 -0.609
H -0.884 0.319 0.994
H -1.711 2.023 1.257
H -2.357 0.888 0.105
H 0.368 2.192 -0.258
H -0.957 2.436 -1.225

Atomic partial charges in e from the Mulliken method, atoms 1 to 4:
1. C -0.659
2. C 0.567
3. O -0.554
4. O -0.514

***

Entry 2:
2 unconnected molecules or ions with the total composition C3H9NO2, computed with ωB97M-V/def2-TZVPD.

The charge is 0. The structure (SMILES) is CC(=O)O.CN. The calculation puts the HOMO-LUMO gap at 9.7012 eV. Its total energy is -8840.7118 eV. The max |F| is 6.49 eV/A.

Geometry (Å):
C 2.633 0.163 -0.603
C 1.177 0.274 -0.345
O 0.555 0.999 0.518
O 0.587 -0.042 -1.478
H 2.901 -0.779 -1.120
H 3.191 0.334 0.322
H 2.853 1.036 -1.297
H -0.280 -0.011 -1.572
C -2.246 -1.015 1.556
N -2.354 -0.209 0.281
H -3.262 -1.427 1.870
H -1.640 -0.584 2.330
H -1.705 -1.990 1.325
H -2.719 0.672 0.358
H -1.385 0.023 -0.153

Atomic partial charges in e from the Mulliken method, atoms 1 to 4:
1. C -0.963
2. C 0.789
3. O -0.585
4. O -0.355

***

Entry 3:
2 unconnected molecules or ions with the total composition C3H9NO2, computed with ωB97M-V/def2-TZVPD.

The charge is 0. The structure (SMILES) is CCC(N)=O.O. The calculation puts the HOMO-LUMO gap at 10.7988 eV. Its total energy is -8842.6207 eV. The max |F| is 1.19 eV/A.

Geometry (Å):
C -0.048 -1.534 0.829
C 0.064 -0.838 -0.518
C -0.634 0.505 -0.552
N -1.703 0.610 -1.380
O -0.264 1.444 0.126
H 0.915 -1.592 1.316
H -0.681 -0.997 1.549
H -0.446 -2.542 0.717
H -0.283 -1.437 -1.361
H 1.104 -0.641 -0.808
H -2.122 -0.184 -1.839
H -2.339 1.388 -1.294
O 2.525 1.976 0.913
H 1.672 2.273 0.564
H 2.240 1.567 1.738

Atomic partial charges in e from the Mulliken method, atoms 1 to 4:
1. C -1.046
2. C -0.207
3. C 0.359
4. N -0.411

***

We obtain E_HOMO values of -0.3653, -0.3361, -0.3685 hartree for the records listed above, in that order.
We obtain ΔE to the lowest compared entry with this formula, charge and spin values of 29.69, 51.73, 7.71 kcal per mole for the records listed above, in that order.